1.
Density functional theory data (ωB97M-V/def2-TZVPD) for an isolated molecule of C3H4N2.

The calculation puts the molar mass at 68.08 Da. The frontier orbital gap is 9.72 eV. For the HOMO energy, the calculation gives -8.816 eV.

```
! RIJCOSX wB97M-V def2-TZVPD def2/J DEFGRID3
* xyz 0 1
C -1.233 -0.161 0.312
C -0.406 -0.798 -0.619
N 0.848 -0.271 -0.318
C 0.715 0.669 0.613
N -0.527 0.730 1.063
H -2.293 -0.302 0.518
H -0.303 -0.543 -1.665
H 1.666 -0.651 -0.765
H 1.532 1.326 0.862
*
```

2.
Density functional theory data (ωB97M-V/def2-TZVPD) for an isolated molecule of C3H4N2.

The calculation puts the molar mass at 68.08 Da. The frontier orbital gap is 11.23 eV. For the HOMO energy, the calculation gives -10.512 eV.

```
! RIJCOSX wB97M-V def2-TZVPD def2/J DEFGRID3
* xyz 0 1
N -3.232 -0.133 -1.569
C -2.223 -0.281 -1.041
C -0.828 -0.433 -0.160
C 0.289 0.471 -0.432
N -0.602 0.516 0.821
H -0.733 -1.544 0.059
H 1.329 0.356 -0.259
H -0.130 1.307 -1.109
H -0.234 0.008 1.658
*
```

In terms of stability, 1 leads; the second structure lies 95.4 kJ/mol higher.

1.
Density functional theory data (ωB97M-V/def2-TZVPD) for a 3-piece molecular cluster, C4H12O4 overall.

The calculation puts the molar mass at 124.14 Da. The frontier orbital gap is 6.23 eV. For the HOMO energy, the calculation gives 0.354 eV.

```
! RIJCOSX wB97M-V def2-TZVPD def2/J DEFGRID3
* xyz -2 1
C -0.041 -0.552 0.634
C -0.472 0.566 1.695
C -1.989 0.502 2.125
O -2.251 1.233 3.240
C 1.144 -0.028 -0.169
O 1.333 -0.668 -1.442
H -0.853 -0.814 -0.030
H 0.204 -1.395 1.268
H 0.262 0.629 2.509
H -0.360 1.521 1.167
H -2.585 0.793 1.224
H -2.229 -0.565 2.409
H 0.992 1.033 -0.429
H 2.014 -0.314 0.439
H 2.215 1.582 -2.400
H 1.872 0.128 -2.533
O 2.195 0.964 -3.141
H -1.004 -2.008 -1.829
H 0.218 -1.046 -2.117
O -0.666 -1.557 -2.619
*
```

2.
Density functional theory data (ωB97M-V/def2-TZVPD) for a 3-piece molecular cluster, C4H12O4 overall.

The calculation puts the molar mass at 124.14 Da. The frontier orbital gap is 6.58 eV. For the HOMO energy, the calculation gives 0.027 eV.

```
! RIJCOSX wB97M-V def2-TZVPD def2/J DEFGRID3
* xyz -2 1
C -1.551 0.224 -2.980
O -2.130 1.002 -3.879
C -0.761 0.926 -1.811
C -0.006 -0.115 -0.939
C 0.004 0.069 0.577
O 1.307 -0.402 1.029
H -2.247 -0.453 -2.437
H -0.842 -0.564 -3.364
H -1.485 1.454 -1.173
H -0.090 1.772 -2.050
H -0.482 -1.046 -1.286
H 1.088 -0.046 -1.156
H -0.712 -0.513 1.191
H 0.049 1.131 0.805
H 1.758 0.198 1.795
H 2.245 -0.014 3.658
O 1.837 0.725 3.188
H 0.538 -1.056 3.466
H 0.923 -1.322 2.315
O 0.556 -1.973 3.052
*
```

In terms of stability, 1 leads; the second structure lies 41.5 kJ/mol higher.

1.
Density functional theory data (ωB97M-V/def2-TZVPD) for a 2-piece molecular cluster, C2H2N2O2 overall.

The calculation puts the molar mass at 86.05 Da. The frontier orbital gap is 11.39 eV. For the HOMO energy, the calculation gives -10.796 eV.

```
! RIJCOSX wB97M-V def2-TZVPD def2/J DEFGRID3
* xyz 0 1
N -1.138 -0.208 0.540
C -0.090 -0.575 1.060
N 0.993 -0.790 1.587
H -1.928 -0.838 0.534
H 1.645 -1.279 0.984
O -0.961 2.039 -1.463
C 0.051 1.582 -1.117
O 1.092 1.153 -0.805
*
```

2.
Density functional theory data (ωB97M-V/def2-TZVPD) for an isolated molecule of C2H2N2O2.

The calculation puts the molar mass at 86.05 Da. The frontier orbital gap is 10.44 eV. For the HOMO energy, the calculation gives -10.051 eV.

```
! RIJCOSX wB97M-V def2-TZVPD def2/J DEFGRID3
* xyz 0 1
O 1.714 -0.721 0.637
C 0.620 -0.191 0.180
N 0.409 0.961 -0.028
N -0.774 1.098 -0.690
C -1.404 0.008 -0.372
O -0.553 -1.053 0.157
H 2.439 0.057 0.824
H -2.451 -0.160 -0.709
*
```

In terms of stability, 1 leads; the second structure lies 262.5 kJ/mol higher.